## A
{"formula": "CH14O5", "method": "ωB97M-V/def2-TZVPD", "e_lumo_ev": 0.62, "gap_ev": 11.057, "e_homo_ev": -10.440, "elements": ["C", "H", "H", "H", "H", "H", "H", "O", "H", "H", "O", "H", "H", "O", "H", "H", "O", "H", "H", "O"], "xyz": [[2.15, 0.49, 1.82], [2.90, 0.00, 2.42], [1.97, 1.48, 2.23], [2.47, 0.50, 0.78], [1.23, -0.10, 1.78], [-2.31, 0.82, 1.95], [-1.87, -0.30, 0.97], [-2.26, 0.58, 1.02], [1.86, -1.78, -0.86], [0.69, -0.87, -1.26], [0.98, -1.53, -0.61], [-1.45, 0.99, -1.13], [-0.98, 2.23, -0.49], [-0.82, 1.71, -1.28], [0.21, 1.53, -2.02], [1.63, 1.30, -2.48], [0.78, 0.85, -2.42], [-0.23, -2.28, 0.51], [-1.05, -2.95, 1.67], [-0.96, -2.15, 1.14]]}

## B
{"formula": "CH14O5", "method": "ωB97M-V/def2-TZVPD", "e_lumo_ev": 0.43, "gap_ev": 11.160, "e_homo_ev": -10.730, "elements": ["C", "H", "H", "H", "H", "H", "H", "O", "H", "H", "O", "H", "H", "O", "H", "H", "O", "H", "H", "O"], "xyz": [[-0.74, -2.02, 1.15], [0.10, -1.55, 0.67], [-0.38, -2.95, 1.66], [-1.27, -2.43, 0.23], [-1.43, -1.34, 1.75], [0.66, 2.01, 0.24], [-0.01, 3.35, -0.11], [-0.06, 2.41, -0.27], [3.39, -1.67, -1.39], [1.86, -1.47, -1.84], [2.54, -1.07, -1.24], [-2.03, 2.10, 0.15], [-2.89, 0.81, 0.55], [-2.93, 1.65, 0.04], [-1.24, 0.30, -2.47], [-0.82, 0.48, -1.01], [-0.84, -0.16, -1.72], [1.84, 0.04, 0.53], [2.30, 0.67, 2.01], [1.93, 0.81, 1.08]]}

Energy above the most stable structure, in kJ/mol: A 16.8; B 0.0

## A
{"formula": "C3H3NS3", "method": "ωB97M-V/def2-TZVPD", "e_lumo_ev": -1.30, "gap_ev": 7.872, "e_homo_ev": -9.171, "elements": ["C", "C", "C", "H", "H", "H", "N", "S", "S", "S"], "xyz": [[-1.35, -0.58, -0.39], [-0.30, -0.21, 0.54], [2.51, -0.25, -0.02], [-0.86, -0.88, -1.42], [-0.83, -0.05, 1.64], [3.37, -0.56, -0.47], [2.17, 0.92, -0.12], [-2.89, 0.04, -0.02], [1.04, -1.43, 0.05], [0.48, 1.48, -0.01]]}

## B
{"formula": "C3H3NS3", "method": "ωB97M-V/def2-TZVPD", "e_lumo_ev": -0.78, "gap_ev": 8.328, "e_homo_ev": -9.112, "elements": ["C", "C", "C", "H", "H", "H", "N", "S", "S", "S"], "xyz": [[0.91, -0.26, -0.06], [0.61, 1.19, 0.03], [-1.48, -0.39, -0.01], [1.04, 1.67, -0.84], [0.93, 1.65, 0.94], [-0.14, -2.03, 0.04], [-0.25, -1.01, 0.07], [2.41, -0.95, -0.06], [-1.17, 1.33, -0.06], [-2.88, -1.20, -0.05]]}

Energy above the most stable structure, in kJ/mol: A 328.6; B 0.0

## A
{"formula": "C5H12Si", "method": "ωB97M-V/def2-TZVPD", "e_lumo_ev": 0.95, "gap_ev": 9.090, "e_homo_ev": -8.144, "elements": ["C", "C", "C", "C", "C", "Si", "H", "H", "H", "H", "H", "H", "H", "H", "H", "H", "H", "H"], "xyz": [[-1.23, -1.28, 0.63], [-1.13, 0.25, 0.63], [0.12, -1.68, 0.04], [0.25, 0.46, -0.03], [1.36, 0.86, 0.90], [0.30, 1.02, -1.82], [-1.37, -1.69, 1.64], [-2.05, -1.63, 0.01], [-1.93, 0.72, 0.05], [-1.16, 0.68, 1.63], [0.87, -2.01, 0.72], [0.13, -2.13, -0.94], [2.33, 0.53, 0.53], [1.21, 0.43, 1.89], [1.38, 1.94, 1.00], [-0.86, 0.47, -2.52], [1.55, 0.58, -2.45], [0.23, 2.49, -1.92]]}

## B
{"formula": "C5H12Si", "method": "ωB97M-V/def2-TZVPD", "e_lumo_ev": 0.80, "gap_ev": 9.601, "e_homo_ev": -8.798, "elements": ["C", "C", "C", "C", "C", "Si", "H", "H", "H", "H", "H", "H", "H", "H", "H", "H", "H", "H"], "xyz": [[-0.18, 1.25, 0.33], [0.28, -0.30, 0.42], [2.82, 0.13, -0.12], [-3.15, -0.24, 0.20], [1.51, -0.76, -0.35], [-1.44, 0.06, -0.32], [-0.49, 1.72, 1.23], [0.34, 1.93, -0.39], [0.22, -0.71, 1.52], [3.55, 0.20, -0.93], [3.42, -0.39, 0.56], [2.58, 1.04, 0.30], [-3.52, -1.34, 0.45], [-3.16, 0.30, 1.21], [-3.98, 0.21, -0.38], [1.80, -1.68, -0.04], [1.27, -0.77, -1.38], [-1.86, -0.65, -2.32]]}

Energy above the most stable structure, in kJ/mol: A 0.0; B 123.9

## A
{"formula": "CH3O2S", "method": "ωB97M-V/def2-TZVPD", "e_lumo_ev": 4.14, "gap_ev": 7.627, "total_charge": -1, "e_homo_ev": -3.491, "elements": ["C", "O", "O", "S", "H", "H", "H"], "xyz": [[-0.79, -0.05, -0.68], [1.72, -1.02, -0.15], [1.05, 1.46, 0.23], [0.50, 0.14, 0.25], [-1.60, 0.68, -0.54], [-1.10, -1.11, -0.74], [0.23, -0.10, 1.63]]}

## B
{"formula": "CH3O2S", "method": "ωB97M-V/def2-TZVPD", "e_lumo_ev": 4.11, "gap_ev": 8.323, "total_charge": -1, "e_homo_ev": -4.217, "elements": ["S", "H", "O", "C", "O", "H", "H"], "xyz": [[1.11, 1.82, -0.21], [0.94, 2.16, 1.05], [-1.37, -2.43, 0.06], [-0.72, -1.44, -0.27], [-0.59, -0.37, 0.41], [-0.14, -1.48, -1.21], [0.08, 0.59, 0.03]]}

Energy above the most stable structure, in kJ/mol: A 366.3; B 0.0

## A
{"formula": "C2H14NO5", "method": "ωB97M-V/def2-TZVPD", "e_lumo_ev": 3.82, "gap_ev": 8.726, "total_charge": -1, "e_homo_ev": -4.905, "elements": ["C", "O", "C", "N", "H", "H", "H", "H", "H", "H", "H", "H", "O", "H", "H", "O", "H", "H", "O", "H", "H", "O"], "xyz": [[0.44, 1.36, 0.90], [-0.55, 1.37, 1.87], [1.35, 0.14, 0.69], [2.53, 0.53, -0.09], [-0.11, 1.51, -0.07], [1.05, 2.27, 1.17], [1.63, -0.25, 1.69], [0.71, -0.61, 0.21], [3.28, 0.78, 0.54], [2.78, -0.23, -0.70], [-1.57, -0.19, -0.74], [-1.02, -1.24, -1.79], [-1.55, -0.44, -1.74], [0.00, 0.48, -2.48], [1.32, 1.32, -2.44], [0.67, 0.91, -3.04], [-2.01, -3.33, 0.76], [-1.54, -1.80, 0.90], [-1.25, -2.78, 0.97], [-2.93, -0.05, 0.89], [-1.25, 0.52, 1.69], [-2.01, -0.29, 0.81]]}

## B
{"formula": "C2H14NO5", "method": "ωB97M-V/def2-TZVPD", "e_lumo_ev": 3.65, "gap_ev": 8.364, "total_charge": -1, "e_homo_ev": -4.716, "elements": ["C", "N", "C", "O", "H", "H", "H", "H", "H", "H", "H", "H", "O", "H", "H", "O", "H", "H", "O", "H", "H", "O"], "xyz": [[-0.45, -0.16, 1.29], [-0.16, -0.40, -0.16], [-1.24, -1.31, -0.78], [-1.41, -0.79, -1.99], [-1.45, 0.09, 1.53], [0.15, 0.51, 1.74], [-0.27, -1.07, 1.86], [-0.17, 0.48, -0.70], [-2.13, -1.40, -0.06], [-0.76, -2.31, -0.99], [-0.86, 2.08, -2.01], [-1.54, 0.58, -1.81], [-1.51, 1.70, -1.42], [2.67, -0.36, -1.11], [1.21, -1.02, -0.66], [2.28, -1.10, -0.84], [2.36, -1.30, 1.15], [2.19, -0.17, 1.97], [2.44, -1.07, 2.07], [-1.09, 2.01, -0.13], [0.29, 2.56, 0.30], [-0.54, 2.44, 0.75]]}

Energy above the most stable structure, in kJ/mol: A 0.0; B 170.0